Entry 1:
C41H35NO8P2 | the ωB97M-V functional and the def2-TZVPD basis

```
87
Properties=species:S:1:pos:R:3:mulliken_charge:R:1
C 2.89238 -1.88791 -2.59725 -1.046
C 4.04330 -0.86698 -2.25239 -0.438
P 3.95970 0.46425 -3.53525 0.014
C 5.25652 1.76244 -3.28910 -0.487
C 5.13955 2.60827 -1.98650 -1.112
C 2.26327 1.17347 -3.58928 -0.008
C 1.71314 1.57064 -4.73875 0.441
P 2.72174 1.44669 -6.29608 0.472
O 2.25166 2.39866 -7.32633 -0.624
C 0.28229 2.10895 -4.73371 -0.077
O -0.11257 2.84125 -5.56049 -0.436
C -0.66966 1.63359 -3.62169 0.403
N -2.06880 1.65106 -3.89940 0.151
C -2.75469 0.42819 -3.43058 -1.132
C -2.69961 2.85260 -3.41482 0.735
C -3.65937 2.87171 -2.21595 -1.017
O -2.50031 3.87178 -3.96890 -0.502
C -0.11881 1.27609 -2.47375 -0.191
C 1.38331 1.32106 -2.34128 -0.569
O 1.88217 1.44884 -1.26963 -0.549
H 1.97424 -1.67094 -2.03379 0.188
H 3.21623 -2.93031 -2.50889 0.361
H 2.62430 -1.71792 -3.65875 0.329
H 3.84703 -0.51944 -1.22771 0.325
H 4.99948 -1.39666 -2.33452 0.520
H 5.27796 2.46833 -4.13361 0.358
H 6.23561 1.25447 -3.28010 0.359
H 4.13178 3.00070 -1.80284 0.225
H 5.55268 2.08347 -1.11262 0.287
H 5.79388 3.49158 -2.11719 0.391
H 2.72159 0.10771 -6.77822 0.117
H 4.06440 1.72074 -5.93251 0.040
H -2.44163 -0.41904 -4.05422 0.320
H -2.51008 0.19706 -2.37882 0.364
H -3.83416 0.59874 -3.54032 0.418
H -3.49824 2.06039 -1.49173 0.231
H -4.68774 2.80939 -2.61012 0.327
H -3.59398 3.84058 -1.70730 0.350
H -0.73648 0.95617 -1.63151 0.503
O -2.43798 -1.97094 0.35159 -0.695
C -2.94593 -3.04498 0.61551 0.509
C -2.46266 -3.85207 1.76458 0.117
C -1.43172 -3.36190 2.55904 -0.590
C -0.99928 -4.08805 3.65632 -0.530
C -1.59537 -5.30706 3.96599 -0.510
C -2.61163 -5.80792 3.16766 -0.590
C -3.04538 -5.08670 2.06169 0.382
C -4.12549 -5.64302 1.20278 0.515
O -4.59539 -6.73949 1.42902 -0.679
C -4.62301 -4.82388 0.06473 0.500
C -5.65724 -5.30746 -0.72924 -0.689
C -6.14894 -4.53610 -1.77119 -0.432
C -5.60930 -3.27776 -2.02421 -0.573
C -4.56997 -2.80097 -1.24287 -0.481
C -4.07074 -3.57153 -0.20191 0.071
H -0.97022 -2.41167 2.32350 0.507
H -0.19965 -3.70222 4.27621 0.461
H -1.26424 -5.86743 4.83131 0.395
H -3.07018 -6.75836 3.40779 0.478
H -6.08101 -6.28332 -0.53112 0.479
H -6.95678 -4.91268 -2.38600 0.396
H -5.99982 -2.67245 -2.83289 0.408
H -4.14638 -1.82462 -1.44061 0.534
O 2.75120 4.70888 3.88670 -0.670
C 2.21142 3.64060 4.09159 0.593
C 2.65274 2.77041 5.21475 0.134
C 3.67968 3.19895 6.04804 -0.571
C 4.07344 2.41493 7.12016 -0.462
C 3.44228 1.19920 7.36602 -0.502
C 2.43000 0.76000 6.52859 -0.519
C 2.03543 1.53976 5.44739 0.218
C 0.95998 1.04883 4.54572 0.520
O 0.46020 -0.04639 4.71619 -0.714
C 0.50494 1.92713 3.43642 0.436
C -0.52360 1.49911 2.60643 -0.911
C -0.97875 2.32012 1.58877 -0.460
C -0.40872 3.57456 1.39455 -0.513
C 0.62611 4.00095 2.21131 -0.730
C 1.09052 3.17809 3.23127 0.298
H 4.16805 4.14650 5.86150 0.472
H 4.87062 2.75249 7.77067 0.400
H 3.74323 0.59359 8.21173 0.399
H 1.94374 -0.18803 6.71825 0.462
H -0.97205 0.52552 2.75712 0.573
H -1.78299 1.98353 0.94549 0.602
H -0.77163 4.21861 0.60283 0.442
H 1.07041 4.97558 2.05675 0.479
```

## Properties
HOMO-LUMO gap: 7.1 eV
E_LUMO: -1.21 eV
SMILES: CCP(CC)C1=C([PH2]=O)C(=O)C(N(C)C(C)=O)=CC1=O.O=C1c2ccccc2C(=O)c2ccccc21.O=C1c2ccccc2C(=O)c2ccccc21

Entry 2:
C19H42HfNO2P3S | the ωB97M-V functional and the def2-TZVPD basis

```
69
Properties=species:S:1:pos:R:3:mulliken_charge:R:1
Hf -0.81120 0.32127 0.96102 0.549
P -3.20553 -0.70199 0.75895 1.027
P 0.63819 -1.08012 2.79824 0.749
P -0.05156 -1.43460 -0.73352 1.141
H 0.64498 2.58677 0.18482 0.451
C 0.20148 1.81440 -0.47045 -0.753
C -1.22790 1.82475 -0.75138 -0.510
H -1.86444 2.63617 -0.35739 0.416
C -4.61342 0.16878 1.53039 -1.241
C -3.32533 -2.31225 1.63283 -1.277
C -3.92457 -1.07000 -0.88298 -1.243
C 2.39602 -0.54527 2.84125 -1.213
C 0.13268 -0.82033 4.53514 -1.180
C 0.74830 -2.91772 2.73965 -1.309
C -0.40359 -1.02117 -2.47823 -1.407
C -0.60256 -3.17236 -0.68261 -1.389
C 1.76550 -1.61798 -0.71817 -1.224
H 0.92786 1.46721 -1.22002 0.236
H -1.61835 1.46400 -1.71385 0.308
H -4.74691 1.14459 1.04840 0.421
H -4.42343 0.31572 2.60000 0.354
H -5.52935 -0.42399 1.39788 0.542
H -3.03270 -2.16964 2.68146 0.338
H -2.66537 -3.06018 1.17690 0.304
H -4.36051 -2.67983 1.60631 0.527
H -3.97782 -0.13766 -1.45859 0.403
H -4.94358 -1.46591 -0.77279 0.497
H -3.31828 -1.79540 -1.43786 0.331
H 2.97332 -1.07441 3.61295 0.447
H 2.42637 0.53155 3.05695 0.407
H 2.86719 -0.70855 1.86310 0.293
H 0.69440 -1.49935 5.19267 0.535
H -0.94468 -0.99951 4.64737 0.367
H 0.33854 0.21532 4.83368 0.336
H 1.23336 -3.31112 3.64547 0.530
H 1.31327 -3.26220 1.86452 0.382
H -0.26409 -3.34119 2.68768 0.376
H 0.01675 -1.81588 -3.10833 0.534
H 0.05809 -0.06591 -2.75796 0.256
H -1.48526 -0.95022 -2.64784 0.284
H -0.05220 -3.73017 -1.45259 0.552
H -1.67810 -3.24221 -0.88762 0.434
H -0.39758 -3.61489 0.29970 0.275
H 2.07029 -2.29040 -1.53122 0.615
H 2.11405 -2.02301 0.23867 0.134
H 2.24057 -0.63935 -0.86624 0.156
C 3.75558 0.48358 -4.79802 0.859
C 5.16512 0.49011 -4.81207 -0.318
C 5.85025 1.43255 -5.58509 -0.543
C 5.14554 2.33713 -6.40169 -0.303
C 3.74640 2.26175 -6.45857 -0.561
C 3.06233 1.32863 -5.69731 -0.384
S 2.78873 -0.51277 -3.74949 -0.084
H 3.50496 -0.69661 -2.61017 0.251
H 5.70501 -0.22901 -4.19415 0.400
H 6.94171 1.48975 -5.55556 0.407
H 5.67877 3.08450 -6.98413 0.439
H 3.18565 2.95282 -7.09698 0.398
H 1.97641 1.25287 -5.74389 0.372
N -1.27109 4.00821 3.69418 -0.257
C -2.50983 3.14571 3.79945 -0.869
C -2.15785 1.75236 3.36790 0.880
O -2.67569 0.74811 3.86607 -0.541
O -1.23559 1.75136 2.42738 -0.715
H -0.46355 3.58755 4.18243 0.344
H -1.44505 4.92215 4.12118 0.400
H -0.96253 4.19511 2.72052 0.317
H -2.83342 3.14449 4.83700 0.402
H -3.28475 3.57390 3.16467 0.345
```

## Properties
HOMO-LUMO gap: 2.2 eV
charge: +4
E_LUMO: -15.25 eV
ΔE to the lowest compared entry with this formula, charge and spin: 0.00 kJ/mol

Entry 3:
C13H19ClORhSi | the ωB97M-V functional and the def2-TZVPD basis

```
36
Properties=species:S:1:pos:R:3:lowdin_spin:R:1
C 2.36404 -0.10467 1.42286 0.090
C 3.14451 -0.52288 0.28509 0.085
C 2.73831 -1.84126 -0.04779 0.191
H 3.92317 0.06803 -0.21249 0.005
C 1.61133 -2.19630 0.74151 0.164
C 1.39694 -1.12922 1.68226 0.119
H 0.60428 -1.09678 2.41406 0.008
H 2.42614 0.85691 1.90978 0.006
H 3.25701 -2.50077 -0.74590 0.010
H 1.06806 -3.13059 0.71169 0.009
Rh 1.10949 -0.23363 -0.25381 2.225
Cl 1.27830 2.12146 -0.50416 0.180
C -0.26973 -0.28538 -2.29852 0.126
C -0.32058 -1.69630 -2.05952 0.100
C 0.97895 -2.22326 -2.25899 0.242
H -1.22922 -2.25319 -1.85711 0.003
C 1.85839 -1.14237 -2.61018 0.171
C 1.09159 0.05651 -2.66580 0.079
H 1.41557 1.03661 -2.99260 0.003
H -1.10125 0.40619 -2.34422 0.006
H 1.24440 -3.27790 -2.21025 0.011
H 2.92770 -1.18890 -2.81812 0.005
C -2.39614 2.40427 -0.24508 0.001
Si -1.83260 1.08163 0.97366 0.014
C -1.18692 2.08750 2.42913 0.000
C -3.36498 0.11509 1.52380 0.007
O -0.86367 -0.02506 0.36880 0.136
H -3.22072 2.95045 0.26827 0.000
H -2.78771 1.97172 -1.17960 0.000
H -1.58164 3.10322 -0.49318 0.001
H -2.06183 2.65955 2.81607 0.000
H -0.79784 1.45081 3.23853 0.000
H -0.39821 2.78982 2.11905 0.000
H -3.79051 -0.43373 0.66816 0.000
H -3.08617 -0.64438 2.27156 0.000
H -4.14847 0.76683 1.95305 0.002
```

## Properties
HOMO-LUMO gap (spin up / spin down): 6.2 / 6.3 eV
charge: -1
E_LUMO (spin up / spin down): 3.46 / 2.03 eV
spin multiplicity: 5
ΔE to the lowest compared entry with this formula, charge and spin: 0.00 kJ/mol
expectation value of S²: 6.022

Entry 4:
C17H35Cl21NO4S2 | the ωB97M-V functional and the def2-TZVPD basis

```
80
Properties=species:S:1:pos:R:3:mulliken_charge:R:1
C 5.90575 -1.26048 -0.54552 -1.279
C 5.05044 -0.05279 -0.12498 -0.674
C 4.16805 0.41352 -1.29714 0.224
C 3.85998 1.90517 -1.17261 -1.055
S 2.71602 -0.67279 -1.41356 0.902
O 2.95777 -1.45256 -2.61277 -0.749
O 2.67805 -1.50857 -0.21445 -0.627
N 1.39713 0.29216 -1.47742 -0.078
S 0.21588 -0.45386 -2.28677 0.795
O 0.35436 -0.22472 -3.71947 -0.702
O 0.06591 -1.86493 -1.96580 -0.604
C -1.40523 0.26644 -1.93820 -1.331
C -1.87771 0.47667 -0.50176 0.467
C -3.32938 1.02320 -0.59466 -1.468
Cl -0.98762 1.72164 0.43836 -0.008
H 5.28051 -2.14570 -0.66757 0.296
H 6.69218 -1.50445 0.16549 0.365
H 6.33828 -1.05751 -1.52743 0.423
H 4.46162 -0.27155 0.75815 0.264
H 5.71096 0.78350 0.12118 0.428
H 4.75677 0.27417 -2.19883 0.407
H 4.47726 2.46032 -1.87821 0.240
H 4.10299 2.25923 -0.17170 0.311
H 2.82778 2.15504 -1.38346 0.034
H -2.05232 -0.51373 -2.34348 0.398
H -1.57380 1.15336 -2.54488 0.405
H -1.89387 -0.47852 0.01010 0.303
H -3.58022 1.55511 0.31552 0.459
H -3.34962 1.73154 -1.42255 0.420
H -4.01700 0.20001 -0.78585 0.314
C -1.07853 -4.15713 -0.28955 0.323
Cl -0.53275 -5.80694 -0.62961 -0.183
Cl -2.82545 -4.11009 0.03884 -0.200
H -0.55189 -3.78956 0.58231 0.314
H -0.86383 -3.52930 -1.14732 -0.137
C 3.60270 -3.00854 2.40894 0.228
Cl 5.07989 -2.03848 2.49489 -0.143
Cl 3.95522 -4.74663 2.41241 -0.217
H 2.98865 -2.78050 3.27213 0.313
H 3.08693 -2.74969 1.48740 -0.099
C 1.58797 5.89916 -0.17904 -0.517
Cl 3.33432 5.83777 -0.50936 -0.187
Cl 0.77223 4.36362 -0.47926 -0.038
H 1.44641 6.17360 0.86002 0.359
H 1.14222 6.63773 -0.82828 0.337
C 1.86390 10.67668 -0.48508 -0.311
Cl 0.13885 10.72969 -0.09424 -0.163
Cl 2.44942 9.02125 -0.67137 -0.073
H 2.02311 11.20804 -1.41576 0.280
H 2.41398 11.14947 0.31967 0.274
C 0.71746 3.37845 -4.15229 0.463
Cl 1.96379 4.37849 -4.92175 -0.200
Cl -0.67394 4.35717 -3.64646 -0.188
H 0.38202 2.62999 -4.85815 0.306
H 1.14359 2.89995 -3.27568 -0.398
C -2.28179 -6.15059 -4.00728 0.429
Cl -2.67470 -4.44408 -3.80604 -0.118
Cl -3.27788 -6.91881 -5.25791 -0.197
H -1.24045 -6.23451 -4.29373 0.285
H -2.45978 -6.66145 -3.06906 -0.365
C -4.00407 -1.21881 3.42763 -0.380
Cl -2.89294 -0.21605 2.49004 -0.012
Cl -5.33510 -0.27465 4.11467 -0.113
H -4.41986 -1.97703 2.77448 0.211
H -3.45511 -1.68133 4.23907 0.309
C 1.23230 1.39341 3.81741 -0.431
Cl 1.32521 2.55739 2.49664 -0.040
Cl 2.16676 -0.06979 3.48521 -0.055
H 1.60410 1.86579 4.71922 0.326
H 0.19673 1.09750 3.94654 0.182
C -2.76103 -9.12775 0.44574 -0.325
Cl -3.67273 -8.27863 1.69940 -0.151
Cl -2.80539 -8.27264 -1.09778 -0.128
H -1.72822 -9.20752 0.76397 0.246
H -3.19461 -10.11111 0.30940 0.306
C -8.90961 1.24287 5.93425 -0.231
Cl -7.97860 2.30151 4.86979 -0.139
Cl -7.94910 -0.12289 6.51285 -0.142
H -9.24252 1.81819 6.78970 0.256
H -9.75878 0.85782 5.38261 0.250
```

## Properties
HOMO-LUMO gap: 7.5 eV
charge: -1
E_LUMO: 1.76 eV

In order of appearance, max |F| = 2.275, 3.089, 6.123, 1.908 eV/A.
In order of appearance, DFT total energy = -2922.7127, -2423.1551, -1442.2037, -11484.8994 a.u..